Record 1
BF4H16O8 | the ωB97M-V functional and the def2-TZVPD basis

The geometry in XYZ format:
```
29
Properties=species:S:1:pos:R:3:forces:R:3
B -0.42627 0.05030 0.30334 0.063 0.701 -0.835
F 0.69798 -0.51542 0.91278 0.401 -0.032 0.190
F -0.94747 -0.90377 -0.60262 -0.150 0.191 0.588
F -1.27081 0.52799 1.30400 -0.375 -0.301 -0.044
F -0.05163 1.18074 -0.48781 0.093 -0.455 0.367
O -2.48286 -1.35365 -2.83620 0.043 -0.160 -0.347
H -2.36607 -1.53951 -3.77343 0.027 0.065 0.072
H -1.59531 -1.17251 -2.49941 -0.199 0.099 0.216
O -3.74095 2.14642 2.77574 -0.012 0.204 0.211
H -3.55138 2.97066 2.31749 0.039 -0.101 -0.057
H -2.88084 1.83245 3.07841 -0.066 -0.155 -0.191
O 2.33879 1.75129 -2.61057 0.260 0.200 -0.244
H 2.21700 2.61580 -2.19479 -0.132 -0.317 0.192
H 2.37115 1.13263 -1.87285 -0.148 -0.031 -0.078
O 2.93710 0.65386 2.24017 -0.056 0.155 0.025
H 2.13633 0.61516 1.69564 0.089 -0.264 0.083
H 2.76857 1.35704 2.87406 0.014 -0.008 -0.063
O 1.69090 -1.50162 -1.70820 -0.162 0.026 -0.061
H 2.18750 -1.79397 -0.93743 -0.099 0.053 0.051
H 0.89719 -1.08202 -1.33704 0.270 -0.172 -0.092
O -0.08057 -4.53948 -1.73083 0.004 0.087 -0.043
H -0.01539 -3.57646 -1.65702 0.085 -0.115 0.023
H -0.61910 -4.68598 -2.51373 -0.023 0.068 0.051
O 1.53105 3.26714 -0.26018 0.080 0.280 0.483
H 1.02045 4.06200 -0.08088 0.010 -0.044 -0.026
H 1.00793 2.54400 0.13167 0.028 0.121 -0.582
O -1.63719 -1.36735 3.26325 0.316 0.213 0.065
H -0.93244 -1.97308 3.51160 -0.019 0.032 -0.062
H -1.20363 -0.70266 2.69484 -0.378 -0.341 0.108
```
Positions in Å, forces in eV/Å.

Output
- Total charge: -1
- Lowest unoccupied orbital energy: 2.75 eV

Record 2
BF4H20O10 | the ωB97M-V functional and the def2-TZVPD basis

The geometry in XYZ format:
```
35
Properties=species:S:1:pos:R:3:forces:R:3
B 15.17423 3.27235 -20.71751 -0.407 0.861 -0.851
F 15.45601 2.34313 -21.67545 0.310 -0.614 -0.920
F 13.78986 3.36800 -20.53091 -1.669 -0.361 -0.369
F 15.65122 2.90917 -19.50888 1.267 -0.712 2.098
F 15.62405 4.52740 -21.01765 0.646 0.938 -0.767
O 17.90329 1.65386 -18.72725 0.245 0.064 1.221
H 18.11157 1.48170 -19.62113 0.697 -0.815 -1.539
H 17.25449 2.33353 -18.88124 -0.611 0.629 0.397
O 15.80493 2.80898 -16.45865 0.091 0.370 0.022
H 15.84696 2.04752 -15.90081 0.286 -0.680 0.575
H 14.87160 2.91441 -16.70850 -0.412 0.051 -0.218
O 11.94500 0.91854 -20.40745 -1.934 -0.828 0.513
H 11.88779 1.70847 -19.89989 -0.551 1.066 0.856
H 12.75790 1.06230 -20.81933 2.293 -0.302 -1.221
O 14.68483 -0.22233 -20.62328 -0.279 -0.918 -0.596
H 14.86052 0.44996 -21.27085 0.358 0.499 -0.396
H 14.74762 0.21580 -19.77544 0.161 0.225 0.722
O 17.52248 4.70110 -17.23268 -3.500 1.243 -1.581
H 16.75668 4.04363 -17.28383 2.268 0.729 0.705
H 18.32111 4.37021 -16.92245 1.637 -1.615 0.760
O 12.76011 5.79894 -20.20005 -1.017 2.460 0.008
H 12.18320 6.24556 -20.85740 0.539 -0.535 0.810
H 13.00251 4.99497 -20.60871 0.516 -1.431 -0.492
O 11.05206 3.84841 -21.63180 -1.455 0.742 -0.715
H 10.87687 4.25515 -22.49429 -0.228 -0.148 0.337
H 11.95037 3.59878 -21.72423 1.560 -0.752 0.208
O 14.97226 0.67922 -18.06350 -1.090 -2.409 -0.392
H 15.43551 1.45745 -17.86957 1.145 1.778 0.420
H 14.21492 0.63271 -17.47963 -0.190 0.147 -0.004
O 13.59992 3.34312 -17.74097 -0.856 -0.503 1.372
H 13.80393 4.24136 -17.52852 -0.179 1.264 0.148
H 13.98952 3.24584 -18.59385 0.355 -0.365 -1.349
O 16.04287 6.76399 -19.15026 -0.602 0.697 -0.570
H 16.68759 6.11249 -18.89902 0.498 -0.625 0.238
H 15.73640 6.51077 -20.03767 0.108 -0.149 0.569
```
Positions in Å, forces in eV/Å.

Output
- Total charge: -1
- Lowest unoccupied orbital energy: 2.85 eV

Record 3
BF4H20O10 | the ωB97M-V functional and the def2-TZVPD basis

The geometry in XYZ format:
```
35
Properties=species:S:1:pos:R:3:forces:R:3
B 0.09197 0.18021 0.06140 0.866 0.308 1.470
F 0.08882 0.25389 -1.26471 -0.139 -0.049 -3.273
F 0.63762 -0.98302 0.50849 1.001 -2.424 0.359
F 0.89151 1.18734 0.56932 0.780 1.748 0.627
F -1.15665 0.26934 0.57420 -2.582 0.446 0.835
O -0.34294 4.53199 -0.93727 -0.203 0.350 -0.083
H 0.23698 4.31300 -1.66664 0.122 -0.137 -0.146
H -0.05897 3.95948 -0.22465 0.069 -0.311 0.222
O -3.10452 2.59373 -4.10982 -0.085 -0.023 -0.325
H -3.25614 3.47523 -3.76894 -0.003 0.205 0.115
H -2.85193 2.07994 -3.34271 0.133 -0.185 0.238
O 3.24280 -1.12637 -4.77250 0.244 -0.081 -0.189
H 2.69966 -0.42632 -5.13467 -0.147 0.177 -0.064
H 2.70797 -1.50987 -4.07743 -0.092 -0.064 0.267
O 4.42296 2.67534 2.95851 0.309 0.148 0.031
H 3.87142 2.76992 3.73510 -0.159 0.022 0.157
H 3.91734 2.11251 2.37216 -0.194 -0.193 -0.223
O -0.91316 -5.56389 1.59274 -0.156 -0.232 0.159
H -0.05525 -5.21194 1.83013 0.196 0.177 0.101
H -0.96313 -5.45428 0.64315 -0.066 0.102 -0.266
O 3.93420 -0.76010 -0.77608 0.331 -0.233 -0.056
H 2.97759 -0.78947 -0.79239 -0.474 0.034 0.209
H 4.15100 0.13834 -1.02514 0.007 0.198 -0.058
O -1.41864 3.03931 3.19953 -0.001 0.324 0.188
H -1.95595 2.45370 3.73299 -0.106 -0.137 0.085
H -1.12662 2.49651 2.46718 0.163 -0.275 -0.361
O -0.93553 -3.23181 -2.57357 -0.179 -0.298 -0.188
H -1.00026 -2.46947 -1.99835 0.014 0.365 0.228
H -0.00717 -3.46459 -2.55995 0.214 -0.003 0.033
O -4.76390 -0.94427 0.32715 -0.318 -0.008 -0.124
H -4.85205 -1.32173 1.20235 0.002 -0.096 0.174
H -3.84511 -0.68189 0.27039 0.424 0.146 -0.052
O -0.19316 -1.67687 4.60777 0.092 -0.089 0.330
H -1.14896 -1.69581 4.55958 -0.201 -0.036 -0.055
H 0.07819 -1.21822 3.81263 0.135 0.123 -0.368
```
Positions in Å, forces in eV/Å.

Output
- Total charge: -1
- Lowest unoccupied orbital energy: 2.40 eV

Record 4
BF4H26O13 | the ωB97M-V functional and the def2-TZVPD basis

The geometry in XYZ format:
```
44
Properties=species:S:1:pos:R:3:forces:R:3
B -11.46887 0.71261 22.43601 -1.138 -0.843 -2.151
F -11.04126 1.52839 23.40411 1.505 1.541 2.004
F -10.95276 1.10532 21.15854 0.453 -0.284 0.405
F -11.25707 -0.63075 22.73094 0.846 -0.525 0.022
F -12.84442 0.85957 22.34611 -1.725 0.321 -0.216
O -13.71848 2.65077 19.49195 -0.358 0.259 -0.233
H -13.76129 2.09464 20.26985 0.163 -0.319 0.318
H -12.78918 2.85959 19.39707 0.305 -0.039 -0.012
O -16.86183 2.00388 24.43141 -0.315 -0.091 0.061
H -16.60022 2.72785 25.00033 0.103 0.136 0.157
H -16.37692 2.14969 23.61911 0.221 -0.048 -0.229
O -12.33350 -3.70043 20.48951 -0.201 0.003 -0.296
H -11.59298 -3.20839 20.84413 0.139 0.345 0.242
H -12.08668 -4.61860 20.60029 -0.020 -0.207 0.076
O -7.06867 0.61673 19.13132 -0.014 0.231 -0.160
H -6.52652 0.46682 19.90582 0.056 0.003 0.251
H -7.03559 -0.21080 18.65139 -0.066 -0.202 -0.122
O -12.50112 3.30095 26.75845 -0.106 0.265 0.156
H -12.10756 2.95068 25.95929 0.151 -0.127 -0.349
H -12.72523 2.52678 27.27485 -0.056 -0.150 0.105
O -10.27598 2.79411 17.44351 -0.217 0.112 -0.227
H -10.03283 1.97709 17.87892 0.022 -0.264 0.254
H -9.51631 3.36434 17.56170 0.186 0.147 0.079
O -8.18615 2.27137 25.77493 0.104 0.098 0.329
H -8.84621 2.33230 25.08439 -0.316 -0.042 -0.273
H -7.42366 1.88450 25.34462 0.134 -0.100 -0.106
O -16.12399 -1.47184 23.86971 -0.032 -0.255 0.170
H -15.65560 -1.14075 23.10341 0.286 0.117 -0.174
H -17.03367 -1.21085 23.72622 -0.197 0.143 0.022
O -12.10426 -4.69470 25.19060 0.140 -0.290 -0.186
H -12.29884 -5.22616 25.96256 -0.066 -0.093 0.154
H -12.20326 -3.79101 25.49023 -0.087 0.461 0.041
O -8.65301 4.85399 21.09652 0.298 0.185 -0.016
H -9.58283 5.04740 20.97708 -0.327 0.107 0.012
H -8.59258 3.90272 21.00904 -0.049 -0.318 0.001
O -12.07658 5.81166 22.18817 0.209 0.216 -0.148
H -11.90935 4.92583 22.50999 0.044 -0.360 0.081
H -12.90249 6.06486 22.60049 -0.192 0.049 0.044
O -12.72707 -1.19855 26.32118 -0.001 -0.313 0.208
H -12.70653 -0.52388 26.99987 0.002 0.075 0.147
H -12.47321 -0.74065 25.51985 0.079 0.110 -0.497
O -14.84376 -1.52096 18.81201 -0.379 0.025 -0.127
H -14.15559 -1.52341 18.14669 0.185 0.060 -0.085
H -14.42818 -1.89585 19.58852 0.226 -0.143 0.268
```
Positions in Å, forces in eV/Å.

Output
- Total charge: -1
- Lowest unoccupied orbital energy: 2.29 eV

Record 5
BF4Rb | the ωB97M-V functional and the def2-TZVPD basis

The geometry in XYZ format:
```
6
Properties=species:S:1:pos:R:3:forces:R:3
Rb 0.23252 0.71034 -2.56004 -0.124 0.406 -0.326
B -0.10018 -0.19135 0.53837 2.576 -0.514 2.346
F -1.06823 0.35975 -0.14096 -4.386 3.014 -1.416
F 0.92675 0.52998 1.05254 2.054 2.746 -0.151
F -0.56101 -0.68238 1.75140 -1.311 -2.398 -0.552
F 0.57015 -0.72633 -0.64131 1.192 -3.255 0.100
```
Positions in Å, forces in eV/Å.

Output
- Lowest unoccupied orbital energy: -0.95 eV

Record 6
BF4Sn | the ωB97M-V functional and the def2-TZVPD basis

The geometry in XYZ format:
```
6
Properties=species:S:1:pos:R:3:forces:R:3
Sn 13.97453 1.24636 4.53083 2.052 -2.757 -0.617
B 16.00151 -1.54515 4.14362 1.827 -2.413 -1.413
F 16.39403 -2.18320 2.95677 -0.467 0.151 1.224
F 16.29428 -0.18653 3.89260 -0.784 3.357 0.622
F 14.59651 -1.54631 4.23970 -2.237 1.235 0.574
F 16.58351 -2.00194 5.29401 -0.391 0.427 -0.390
```
Positions in Å, forces in eV/Å.

Output
- Total charge: +1
- Lowest unoccupied orbital energy: -9.55 eV

Record 7
BH26O11 | the ωB97M-V functional and the def2-TZVPD basis

The geometry in XYZ format:
```
38
Properties=species:S:1:pos:R:3:forces:R:3
B -0.13579 0.35473 -0.18028 -0.106 -0.094 0.018
H 0.83257 -0.03667 0.09050 3.430 -1.299 0.847
H -0.78962 0.22149 0.66764 -2.086 -0.822 3.342
H -0.17722 1.42342 -0.32320 0.197 4.028 -1.096
H -0.62206 -0.18423 -0.97860 -1.817 -2.045 -3.613
O 0.67310 1.79565 -2.79784 0.582 0.490 -1.021
H 0.65003 1.27795 -1.99304 -0.386 -0.323 0.715
H -0.24377 1.86791 -3.06308 -0.140 -0.086 0.137
O 1.25743 -1.95189 -1.62787 0.539 -0.939 -0.839
H 1.94771 -2.02547 -0.96883 0.096 0.041 0.421
H 0.59666 -1.39096 -1.22170 -0.382 0.736 0.313
O -0.71328 2.85354 1.80515 0.413 0.606 0.512
H -1.43514 2.31820 1.47565 0.122 0.179 0.109
H -0.84404 3.70976 1.39767 0.015 0.121 -0.169
O -2.79720 1.53789 0.72575 -1.646 0.528 -0.216
H -2.05337 1.10523 0.30653 1.234 -0.860 -0.280
H -3.54000 1.34666 0.15311 -0.233 0.052 -0.004
O -1.73737 -1.75563 -2.81051 0.060 -0.035 -0.029
H -2.34903 -1.02817 -2.92411 -0.059 0.297 0.072
H -2.01242 -2.40391 -3.45882 -0.022 -0.245 -0.127
O 2.20440 2.01395 0.87430 0.571 0.499 0.354
H 1.66919 1.88365 0.09148 -0.555 -0.257 -0.064
H 3.03653 2.35133 0.54268 0.243 0.025 -0.081
O -2.25001 0.88170 3.30633 -0.027 -0.099 0.834
H -2.93103 0.70031 3.95405 -0.092 -0.090 0.189
H -2.72550 1.21312 2.54456 -0.074 -0.020 -0.492
O -0.79937 -1.76799 2.35746 0.326 0.165 0.892
H -1.25803 -2.39876 2.91243 -0.135 -0.112 0.075
H -0.85493 -2.13842 1.47659 -0.160 -0.122 -0.436
O -1.55422 -2.87182 -0.02583 -0.335 -0.616 0.295
H -1.49953 -2.05173 -0.51644 0.078 0.513 -0.396
H -0.84327 -3.40873 -0.37583 0.280 -0.019 -0.263
O 3.02520 -0.96687 1.30901 -0.123 -0.546 0.584
H 3.80911 -1.38230 1.66838 0.153 -0.125 0.122
H 3.29819 -0.64052 0.45157 0.031 0.420 -0.360
O 3.69281 -0.17233 -1.22602 0.460 0.145 -0.164
H 4.48913 -0.08398 -1.74976 0.224 0.029 -0.031
H 2.98410 -0.19606 -1.86898 -0.675 -0.118 -0.153
```
Positions in Å, forces in eV/Å.

Output
- Total charge: -1
- Lowest unoccupied orbital energy: 2.61 eV

Calculated molar mass in order - 230.9 267.0 267.0 321.0 172.3 205.5 213.0 Da
Calculated HOMO in order - -7.8 -7.5 -8.9 -8.2 -10.7 -15.7 -5.7 eV
Calculated frontier orbital gap in order - 0.388 0.379 0.415 0.386 0.359 0.226 0.306 Eh